[1]
ORCA calculation (ωB97M-V/def2-TZVPD) on a 2-piece molecular cluster, C4H12N2O2 overall at a distorted geometry.

As for the SMILES: CC[C@@H](N)C(N)=O.O. Its net charge is 0. The energy above the lowest of the compared OMol25 structures with the same formula, charge and spin comes out at 34.5 kcal/mol. As for the HOMO energy: -9.05 eV. For the total energy, the calculation gives -11417.7208 eV. The calculation puts the orbital gap at 9.8 eV. The LUMO energy comes out at 0.747 eV.

Each line ends with the Löwdin charge.
Cartesian coordinates (Å):
C1 -2.48913 0.52816 -1.33191  -0.092
C2 -1.13124 0.92350 -0.69564  -0.204
C3 -0.07603 -0.21266 -0.79614  -0.340
N1 0.99086 0.23179 -1.69117  0.042
C4 0.49054 -0.70331 0.52731  -0.495
N2 -0.29852 -1.41453 1.33661  0.186
O1 1.57275 -0.21353 0.85313  0.029
H1 -2.87079 1.45173 -1.73613  0.060
H2 -3.25084 0.18557 -0.63001  0.065
H3 -2.34838 -0.21949 -2.10428  0.065
H4 -0.71987 1.79805 -1.22950  0.102
H5 -1.02707 1.45476 0.26700  0.116
H6 -0.60193 -1.12207 -1.24943  0.150
H7 1.11619 -0.44352 -2.43209  0.073
H8 1.75891 0.64435 -1.19300  0.071
H9 -1.18562 -1.78824 1.01300  0.115
H10 -0.13823 -1.43619 2.33863  0.126
O2 3.17619 0.25024 3.23133  -0.084
H11 4.13107 0.15065 3.17151  0.024
H12 2.90115 -0.06527 2.35078  -0.009

[2]
ORCA calculation (ωB97M-V/def2-TZVPD) on a 2-piece molecular cluster, C4H12N2O2 overall at a distorted geometry.

As for the SMILES: CC(=O)NCCN.O. Its net charge is 0. The energy above the lowest of the compared OMol25 structures with the same formula, charge and spin comes out at 44.0 kcal/mol. As for the HOMO energy: -9.43 eV. For the total energy, the calculation gives -11417.3083 eV. The calculation puts the orbital gap at 10.0 eV. The LUMO energy comes out at 0.561 eV.

Each line ends with the Löwdin charge.
Cartesian coordinates (Å):
C1 1.44798 -0.95964 -0.70168  0.006
C2 1.33144 0.41924 -1.27178  -0.514
O1 2.22425 0.96463 -1.86866  0.065
N1 0.14122 1.16754 -1.07022  0.046
C3 -1.21757 0.72363 -1.05612  -0.217
C4 -1.73622 0.38416 0.33999  -0.295
N2 -2.10092 1.46697 1.28514  -0.003
H1 1.29633 -1.66172 -1.53089  0.100
H2 2.36759 -1.05352 -0.13671  0.089
H3 0.57945 -1.18139 -0.10168  0.045
H4 0.45536 2.05662 -1.42818  0.129
H5 -1.84309 1.41104 -1.61886  0.118
H6 -1.43421 -0.25916 -1.53560  0.124
H7 -2.59885 -0.31195 0.32804  0.110
H8 -1.10389 -0.36818 0.80061  0.084
H9 -1.21501 1.95007 1.45370  0.061
H10 -2.70357 2.10330 0.77573  0.058
O2 2.30291 -2.45898 2.64871  -0.049
H11 1.80514 -1.68895 2.91605  0.028
H12 2.00164 -2.70372 1.77242  0.015

- What is the energy above the lowest of the compared OMol25 structures with the same formula, charge and spin in the first record?
  34.5 kcal/mol

Please write out number 2 again, unchanged.
ORCA calculation (ωB97M-V/def2-TZVPD) on a 2-piece molecular cluster, C4H12N2O2 overall at a distorted geometry.

As for the SMILES: CC(=O)NCCN.O. Its net charge is 0. The energy above the lowest of the compared OMol25 structures with the same formula, charge and spin comes out at 44.0 kcal/mol. As for the HOMO energy: -9.43 eV. For the total energy, the calculation gives -11417.3083 eV. The calculation puts the orbital gap at 10.0 eV. The LUMO energy comes out at 0.561 eV.

Each line ends with the Löwdin charge.
Cartesian coordinates (Å):
C1 1.44798 -0.95964 -0.70168  0.006
C2 1.33144 0.41924 -1.27178  -0.514
O1 2.22425 0.96463 -1.86866  0.065
N1 0.14122 1.16754 -1.07022  0.046
C3 -1.21757 0.72363 -1.05612  -0.217
C4 -1.73622 0.38416 0.33999  -0.295
N2 -2.10092 1.46697 1.28514  -0.003
H1 1.29633 -1.66172 -1.53089  0.100
H2 2.36759 -1.05352 -0.13671  0.089
H3 0.57945 -1.18139 -0.10168  0.045
H4 0.45536 2.05662 -1.42818  0.129
H5 -1.84309 1.41104 -1.61886  0.118
H6 -1.43421 -0.25916 -1.53560  0.124
H7 -2.59885 -0.31195 0.32804  0.110
H8 -1.10389 -0.36818 0.80061  0.084
H9 -1.21501 1.95007 1.45370  0.061
H10 -2.70357 2.10330 0.77573  0.058
O2 2.30291 -2.45898 2.64871  -0.049
H11 1.80514 -1.68895 2.91605  0.028
H12 2.00164 -2.70372 1.77242  0.015

- What is the formula in the second record?
  C4H12N2O2